Density functional theory data (ωB97M-V with the def2-TZVPD basis set) for C45H43BrCeN9OS2 as an isolated structure in a non-equilibrium geometry.

Last column: Löwdin charge in e.
Element x y z (Å)
Ce (0.391171, -0.513983, 0.378944)  1.036
N (-3.912289, -0.975656, 1.375942)  0.122
C (-2.844097, -0.504280, 0.694554)  -0.838
S (-2.017922, 0.860068, 1.363706)  0.692
N (-2.618438, -1.070708, -0.479006)  0.016
N (-1.557301, -0.555271, -1.126999)  -0.095
C (-1.349890, -0.740749, -2.392916)  -0.145
C (-2.149280, -1.595254, -3.292810)  -0.158
C (-1.512968, -2.326809, -4.299334)  -0.048
C (-2.237137, -3.176025, -5.117119)  -0.067
C (-3.609772, -3.297309, -4.956606)  -0.068
C (-4.255355, -2.560492, -3.974862)  -0.060
C (-3.532932, -1.720887, -3.142583)  -0.015
C (-0.276698, 0.140828, -2.901290)  -0.202
C (-0.238936, 0.550112, -4.231422)  0.012
C (0.675424, 1.510985, -4.622561)  -0.026
C (1.530286, 2.044376, -3.673072)  -0.025
C (1.427544, 1.588624, -2.369361)  -0.135
N (0.558224, 0.659269, -1.978953)  0.037
H (-4.092018, -0.610190, 2.291543)  0.083
H (-4.312965, -1.857782, 1.098298)  0.117
H (-0.440992, -2.248074, -4.431736)  0.100
H (-1.728570, -3.746538, -5.883430)  0.109
H (-4.171044, -3.965431, -5.596610)  0.110
H (-5.327683, -2.644557, -3.856860)  0.110
H (-4.035583, -1.158044, -2.373378)  0.104
H (-0.940714, 0.129529, -4.936384)  0.123
H (0.712630, 1.852666, -5.648307)  0.121
H (2.262559, 2.797764, -3.925897)  0.118
H (2.073754, 1.986724, -1.598417)  0.045
C (1.955117, -2.604254, 0.602916)  -0.314
C (1.497395, -2.774871, -0.731148)  -0.257
C (2.148824, -1.823709, -1.551177)  -0.232
C (2.975092, -1.027136, -0.719687)  -0.262
C (2.854743, -1.500805, 0.613871)  -0.310
C (3.828846, -1.173856, 1.711410)  -0.013
C (4.036438, -0.076552, -1.190723)  -0.017
C (2.241802, -1.873097, -3.047822)  0.004
C (0.551557, -3.861126, -1.173085)  0.009
C (1.786939, -3.612823, 1.706579)  -0.003
H (3.425669, -1.411486, 2.696645)  0.074
H (4.109390, -0.116222, 1.694301)  0.065
H (4.748846, -1.749262, 1.577851)  0.103
H (3.829690, 0.280089, -2.199718)  0.074
H (5.006167, -0.582549, -1.207953)  0.102
H (4.132611, 0.791802, -0.535145)  0.065
H (2.113687, -0.896371, -3.519073)  0.071
H (1.501729, -2.552417, -3.466989)  0.062
H (3.228097, -2.244771, -3.335481)  0.105
H (-0.474413, -3.668451, -0.844741)  0.092
H (0.855258, -4.824956, -0.760797)  0.094
H (0.538720, -3.958104, -2.257397)  0.073
H (1.924785, -3.163651, 2.692736)  0.085
H (2.534466, -4.403303, 1.598961)  0.101
H (0.802773, -4.080873, 1.677141)  0.086
Br (-3.371531, 5.053989, 5.148589)  0.735
C (-3.048026, 3.309158, 5.819716)  -0.687
C (-3.403029, 2.210124, 5.053106)  -0.119
C (-3.130833, 0.942809, 5.529102)  -0.015
C (-2.524889, 0.769157, 6.779220)  -0.286
C (-2.208247, 1.892224, 7.549008)  -0.021
C (-2.453186, 3.160862, 7.066117)  -0.122
N (-2.390441, -0.486765, 7.379486)  0.079
N (-2.187629, -1.530613, 6.752049)  0.068
C (-1.715384, -1.647327, 5.466810)  -0.244
C (-2.318647, -2.655416, 4.690218)  -0.011
C (-2.030705, -2.808193, 3.363379)  0.004
C (-1.059743, -1.996519, 2.716561)  -0.379
O (-0.826631, -2.086667, 1.483605)  -0.195
C (-0.309701, -1.055915, 3.551970)  -0.160
N (0.716884, -0.410623, 2.961426)  0.041
C (1.487247, 0.356161, 3.706274)  -0.125
C (1.293806, 0.543731, 5.075184)  -0.012
C (0.239015, -0.085670, 5.681021)  0.030
C (-0.617656, -0.895905, 4.914409)  -0.081
H (-3.879715, 2.342545, 4.091971)  0.098
H (-3.401977, 0.076717, 4.938169)  0.110
H (-1.751384, 1.753979, 8.520892)  0.118
H (-2.203421, 4.033170, 7.653157)  0.103
H (-3.086060, -3.256614, 5.160354)  0.122
H (-2.543405, -3.555021, 2.771968)  0.122
H (2.321764, 0.825122, 3.205224)  0.070
H (1.972880, 1.171765, 5.634985)  0.111
H (0.081107, 0.011551, 6.744999)  0.121
N (1.566938, 4.268097, 2.830059)  0.144
C (2.336869, 3.335436, 2.260670)  -0.839
S (1.824690, 2.490006, 0.902161)  0.731
N (3.552371, 3.091669, 2.792625)  0.057
C (4.253793, 3.827223, 3.786301)  -0.241
C (5.022081, 3.120620, 4.706776)  -0.024
C (5.753374, 3.802087, 5.665071)  -0.067
C (5.723558, 5.187828, 5.712728)  -0.071
C (4.968438, 5.891734, 4.787281)  -0.063
C (4.236099, 5.218389, 3.820668)  -0.037
H (0.629721, 4.378623, 2.483599)  0.112
H (1.818982, 4.688781, 3.710540)  0.110
H (4.047306, 2.326521, 2.362539)  0.121
H (5.044477, 2.037470, 4.664415)  0.115
H (6.349468, 3.246341, 6.376611)  0.112
H (6.293398, 5.718556, 6.463139)  0.111
H (4.961528, 6.973317, 4.800869)  0.113
H (3.682706, 5.772635, 3.074230)  0.117

Forces on atoms 1 to 6 (eV/Å):
Ce -0.4 0.2 0.0
N 0.4 0.0 -0.3
C -0.6 0.3 -0.2
S 0.7 0.0 -0.2
N -0.2 -0.4 -0.3
N 0.0 0.1 0.3

Values from the calculation:
- net charge = +1
- HOMO-LUMO gap (spin up / spin down) (hartree) = 0.200 / 0.201
- relative energy (zero: lowest compared OMol25 entry of this formula, charge and spin) (kJ/mol) = 0.0
- HOMO (spin up / spin down) (hartree) = -0.337 / -0.337

Density functional theory data (ωB97M-V with the def2-TZVPD basis set) for C45H43GdN4O5SSi as an isolated structure in a non-equilibrium geometry.

Last column: Löwdin spin population.
Element x y z (Å)
Gd (14.181896, 11.568659, 11.498227)  5.742
C (13.755096, 12.676747, 8.021536)  0.001
O (13.432919, 12.974740, 9.344592)  0.018
C (12.668094, 14.145252, 9.537167)  0.028
C (12.461152, 15.141295, 8.615811)  -0.006
C (11.735922, 16.296492, 8.968009)  0.045
C (11.278158, 16.485058, 10.206142)  0.002
C (11.559675, 15.555458, 11.135725)  0.040
C (12.256153, 14.378930, 10.859966)  0.008
N (12.629496, 13.510590, 11.984308)  0.233
N (11.860417, 13.647665, 12.926523)  0.186
C (11.964709, 13.027474, 14.129327)  0.205
C (12.960211, 12.153474, 14.453752)  0.138
O (13.799774, 11.669917, 13.677760)  0.171
C (12.980561, 11.518376, 15.817085)  -0.002
C (12.040951, 11.872202, 16.714552)  0.055
C (10.965080, 12.793349, 16.428216)  0.029
C (10.038856, 13.064068, 17.395007)  0.003
C (9.048820, 14.013400, 17.120092)  0.043
C (8.986621, 14.754237, 15.939436)  0.000
C (9.931838, 14.461816, 14.967459)  0.039
C (10.915964, 13.481176, 15.168370)  0.008
H (12.834148, 12.705455, 7.450501)  0.000
H (14.452382, 11.848313, 8.013228)  0.000
H (14.404777, 13.455558, 7.630371)  0.000
H (12.705635, 15.013295, 7.512101)  -0.001
H (11.648929, 16.949082, 8.133306)  0.003
H (10.699101, 17.399223, 10.411810)  -0.001
H (11.445959, 15.671327, 12.211444)  0.003
H (13.663007, 10.663171, 15.964613)  -0.002
H (11.944004, 11.339755, 17.624589)  0.003
H (9.916080, 12.390805, 18.265354)  -0.001
H (8.295600, 14.191437, 17.843577)  0.002
H (8.354596, 15.636610, 15.885138)  -0.001
H (9.988383, 14.853070, 13.999054)  0.002
C (10.045787, 12.374781, 5.064125)  0.000
C (10.594995, 11.515385, 6.116178)  0.000
C (10.012888, 11.493555, 7.368993)  0.000
C (10.717559, 10.883132, 8.399683)  0.000
C (11.932793, 10.261196, 8.181466)  0.000
C (12.508958, 10.333053, 6.950673)  0.000
C (11.814160, 10.848372, 5.891943)  0.000
S (12.659942, 9.450048, 9.563363)  0.003
O (12.291072, 8.066358, 9.776391)  0.000
O (12.289791, 10.339354, 10.676841)  0.003
N (14.245187, 9.620878, 9.426399)  -0.001
C (14.993409, 8.727276, 10.288833)  0.001
C (15.332060, 7.381812, 9.923359)  0.000
C (16.136376, 6.682654, 10.805378)  0.000
C (16.613185, 7.313188, 11.938169)  0.000
C (16.268375, 8.615081, 12.242914)  0.000
N (15.401676, 9.288363, 11.468220)  -0.002
H (8.972155, 12.556095, 5.233991)  0.000
H (10.223252, 12.007734, 4.046650)  0.000
H (10.523444, 13.358496, 5.223708)  0.000
H (9.119170, 12.108748, 7.515627)  0.000
H (10.365528, 10.876591, 9.411411)  0.000
H (13.580250, 9.971955, 6.898435)  0.000
H (12.200389, 10.791742, 4.903238)  0.000
H (14.883053, 7.041498, 8.960057)  0.000
H (16.568080, 5.727886, 10.494294)  0.000
H (17.255989, 6.748903, 12.618807)  0.000
H (16.642795, 9.248532, 13.068857)  0.000
C (18.620465, 11.631444, 9.866887)  0.000
C (18.084158, 12.982157, 9.425957)  0.000
C (17.161582, 12.869259, 8.189086)  0.000
C (19.457164, 13.836285, 9.171845)  0.000
Si (17.184096, 13.603975, 10.934624)  0.002
O (15.935978, 12.586390, 11.341086)  -0.007
C (16.288100, 15.241160, 10.583359)  0.000
C (16.446281, 16.091771, 9.496514)  0.000
C (15.743805, 17.239853, 9.367595)  0.000
C (14.845348, 17.617922, 10.330638)  0.000
C (14.681233, 16.830988, 11.509152)  0.000
C (15.375715, 15.679698, 11.622501)  0.002
C (18.279786, 13.644086, 12.419717)  -0.001
C (19.205203, 14.674319, 12.689939)  0.000
C (20.146157, 14.646686, 13.673749)  0.000
C (20.200180, 13.479023, 14.460782)  0.000
C (19.261029, 12.498326, 14.330243)  0.000
C (18.331968, 12.556187, 13.293253)  0.000
H (19.376063, 11.206343, 9.130313)  0.000
H (17.791129, 10.956922, 9.953165)  0.000
H (19.195104, 11.658139, 10.828551)  0.000
H (17.860356, 12.695928, 7.334286)  0.000
H (16.678576, 13.868475, 8.044377)  0.000
H (16.445888, 12.042177, 8.244199)  0.000
H (20.065004, 13.269824, 8.436405)  0.000
H (20.146157, 13.835168, 10.093593)  0.000
H (19.303377, 14.832907, 8.799794)  0.000
H (17.149072, 15.812592, 8.787150)  0.000
H (15.863866, 17.843505, 8.458558)  0.000
H (14.243623, 18.540619, 10.232428)  0.000
H (13.977395, 17.188552, 12.202394)  0.000
H (15.280673, 15.084075, 12.544720)  0.001
H (19.192454, 15.555388, 11.984108)  0.000
H (20.960727, 15.392994, 13.792089)  0.000
H (20.956569, 13.427577, 15.186994)  0.000
H (19.277664, 11.577901, 14.949217)  0.000
H (17.580248, 11.728812, 13.038731)  0.000

Forces on atoms 1 to 6 (eV/Å):
Gd -1.0 -0.3 -0.8
C 1.0 1.5 -0.6
O -1.0 1.1 1.3
C 1.5 -1.2 1.1
C -0.4 -0.2 -2.0
C 1.6 -1.6 -2.7

Values from the calculation:
- net charge = 0
- spin multiplicity = 8
- HOMO-LUMO gap (spin up / spin down) (hartree) = 0.169 / 0.155
- relative energy (zero: lowest compared OMol25 entry of this formula, charge and spin) (kJ/mol) = 626.4
- HOMO (spin up / spin down) (hartree) = -0.199 / -0.268

Density functional theory data (ωB97M-V with the def2-TZVPD basis set) for C45H43N2O4P2PtS2 as an isolated structure in a non-equilibrium geometry.

Last column: Löwdin charge in e.
Element x y z (Å)
Pt (-0.225795, 0.179927, -0.572000)  0.975
C (-3.952094, 0.089160, -0.240232)  -0.049
O (-3.250535, -1.157183, -0.185567)  -0.166
C (-2.949797, -1.593176, 1.082613)  -0.286
C (-3.695283, -2.632930, 1.616199)  -0.011
C (-3.406913, -3.126681, 2.877303)  -0.064
C (-2.369152, -2.569856, 3.614020)  -0.065
C (-1.642265, -1.514639, 3.092198)  -0.014
C (-1.921046, -1.023728, 1.821459)  -0.192
N (-1.183673, 0.113495, 1.324143)  -0.097
N (-1.099538, 0.987082, 2.233366)  0.097
C (-0.453949, 2.173458, 2.157185)  -0.131
C (0.282900, 2.649492, 1.053004)  -0.318
O (0.325930, 2.096802, -0.110518)  -0.236
C (1.049412, 3.846365, 1.222328)  0.003
C (1.016623, 4.548030, 2.376210)  0.011
C (0.193456, 4.158076, 3.476824)  -0.169
C (0.111049, 4.945494, 4.641627)  -0.030
C (-0.723321, 4.585118, 5.665517)  -0.073
C (-1.498290, 3.420695, 5.544887)  -0.065
C (-1.421318, 2.630614, 4.425807)  -0.022
C (-0.565283, 2.980571, 3.364105)  -0.095
H (-4.490828, 0.105032, -1.184794)  0.091
H (-3.260867, 0.934997, -0.197751)  0.076
H (-4.660531, 0.163570, 0.586096)  0.105
H (-4.502790, -3.039052, 1.020279)  0.131
H (-3.991311, -3.940864, 3.284680)  0.111
H (-2.127825, -2.953500, 4.596100)  0.109
H (-0.833215, -1.067945, 3.654678)  0.117
H (1.642764, 4.166994, 0.379968)  0.089
H (1.617435, 5.444955, 2.479434)  0.124
H (0.714890, 5.842179, 4.711893)  0.115
H (-0.791153, 5.193126, 6.557217)  0.107
H (-2.172882, 3.143783, 6.344804)  0.108
H (-2.021645, 1.735869, 4.347301)  0.105
C (-3.737503, -1.996287, -4.792954)  -0.064
C (-3.380166, -0.789778, -4.208694)  -0.062
C (-2.462636, -0.768129, -3.169796)  -0.100
C (-1.895344, -1.952891, -2.710808)  -0.324
C (-2.237714, -3.159929, -3.317577)  -0.081
C (-3.162726, -3.179366, -4.349575)  -0.061
P (-0.589675, -1.872441, -1.463456)  0.968
C (-0.628407, -3.326876, -0.395198)  -0.334
C (-1.714850, -4.191825, -0.318525)  -0.093
C (-1.657051, -5.306490, 0.506118)  -0.062
C (-0.526091, -5.552007, 1.267842)  -0.061
C (0.554637, -4.680770, 1.209863)  -0.060
C (0.506368, -3.574238, 0.379523)  -0.093
C (0.882921, -2.053185, -2.498238)  -0.315
C (1.419293, -3.202544, -2.999739)  -0.047
C (2.399804, -3.118863, -4.017543)  -0.051
C (2.758700, -1.909065, -4.541572)  -0.019
C (2.203632, -0.700607, -4.044532)  -0.170
C (2.494349, 0.579531, -4.574065)  -0.037
C (1.909793, 1.690559, -4.036191)  -0.061
C (1.060682, 1.601580, -2.906727)  -0.110
C (0.763419, 0.386817, -2.350835)  -0.331
C (1.300747, -0.783775, -2.965979)  -0.250
H (-4.456944, -2.014708, -5.600889)  0.110
H (-3.813733, 0.136245, -4.562861)  0.112
H (-2.182176, 0.176091, -2.718307)  0.089
H (-1.767308, -4.084690, -3.008753)  0.106
H (-3.427658, -4.119847, -4.814211)  0.111
H (-2.616066, -3.985672, -0.880110)  0.106
H (-2.503828, -5.978412, 0.557811)  0.114
H (-0.485164, -6.421778, 1.910465)  0.111
H (1.437672, -4.867183, 1.806679)  0.111
H (1.359414, -2.909484, 0.324302)  0.059
H (1.094672, -4.171773, -2.638847)  0.116
H (2.838130, -4.028008, -4.407714)  0.109
H (3.472540, -1.861553, -5.356367)  0.119
H (3.168134, 0.666067, -5.418391)  0.118
H (2.115353, 2.665269, -4.462172)  0.112
H (0.658832, 2.507951, -2.473534)  0.091
C (5.922342, 0.224905, -3.434419)  -0.028
C (5.972419, -0.613954, -2.179637)  -0.388
C (7.034197, -0.173473, -1.197104)  -0.051
O (4.633725, -0.653524, -1.550883)  -0.261
P (4.037536, 0.342969, -0.520143)  -0.076
S (4.499668, 0.142528, 1.360317)  0.453
S (2.227065, -0.324082, 0.077980)  0.577
O (4.211324, 1.729609, -1.205968)  -0.249
C (4.148424, 3.026074, -0.507576)  -0.427
C (3.447971, 3.978987, -1.445183)  -0.037
C (5.560216, 3.450069, -0.174498)  -0.038
H (6.827087, 0.048674, -4.017316)  0.098
H (5.859290, 1.287113, -3.198510)  0.083
H (5.060358, -0.049808, -4.037320)  0.059
H (6.127948, -1.658742, -2.442786)  0.148
H (6.895958, 0.870045, -0.906345)  0.067
H (8.009792, -0.255846, -1.676591)  0.098
H (7.037055, -0.797015, -0.303979)  0.081
H (3.572033, 2.885602, 0.408969)  0.114
H (4.020070, 4.083811, -2.368526)  0.097
H (3.365913, 4.962128, -0.980198)  0.096
H (2.453749, 3.613991, -1.691915)  0.059
H (6.153656, 3.547968, -1.085119)  0.094
H (6.042999, 2.733189, 0.490382)  0.068
H (5.540189, 4.417058, 0.328691)  0.096

Forces on atoms 1 to 6 (eV/Å):
Pt 0.9 -0.4 -0.3
C 0.0 0.0 0.0
O 0.0 0.0 0.0
C -0.1 0.1 0.0
C 0.0 0.0 0.1
C 0.0 0.0 0.0

Values from the calculation:
- net charge = +1
- HOMO-LUMO gap (spin up / spin down) (hartree) = 0.190 / 0.190
- relative energy (zero: lowest compared OMol25 entry of this formula, charge and spin) (kJ/mol) = 62.5
- HOMO (spin up / spin down) (hartree) = -0.368 / -0.368